(1)
Formula: C19H38NO14Zn
Source: the Open Molecules 2025 dataset
Level of theory: ωB97M-V/def2-TZVPD

The geometry in XYZ format:
```
73
Properties=species:S:1:pos:R:3:forces:R:3:lowdin_charge:R:1
Zn -1.132 2.913 2.006 -1.46 -2.41 -0.41 1.1576
C -0.613 -0.985 2.277 -0.71 0.95 -0.65 0.0492
C -0.848 0.507 2.137 0.42 0.28 0.46 -0.6335
O -0.533 1.147 1.087 0.49 0.63 -0.35 -0.0537
O -1.371 1.182 3.082 0.33 0.38 0.52 -0.0639
H 0.036 -1.247 3.106 -0.14 0.22 0.20 0.1096
H -0.197 -1.367 1.352 -0.02 -0.09 0.09 0.0419
H -1.631 -1.351 2.423 0.21 -0.55 0.16 0.0883
C 2.755 2.509 -0.117 -0.35 -0.43 -1.46 -0.1211
O 3.872 1.702 -0.404 0.61 0.52 0.27 -0.1931
C 4.886 1.753 0.591 0.27 -0.21 -0.14 -0.1843
C 5.699 0.467 0.550 -0.71 -0.07 0.81 -0.2180
O 6.161 0.251 -0.746 -0.19 -0.11 -0.12 -0.1533
C 6.801 -1.013 -0.960 0.30 0.58 0.73 -0.1637
C 6.083 -1.924 -1.925 0.72 0.10 -1.42 -0.1866
O 6.038 -1.439 -3.271 -0.24 0.45 0.55 -0.1856
C 5.369 -0.178 -3.423 0.17 -0.99 -0.12 -0.0822
H 2.070 1.912 0.499 -0.15 0.59 0.38 0.0628
H 2.286 2.655 -1.098 -0.28 -0.17 0.16 0.0911
H 2.940 3.538 0.207 0.40 -0.27 0.60 0.0931
H 4.409 1.911 1.562 0.17 -0.29 0.26 0.1224
H 5.592 2.577 0.451 -0.25 0.27 -0.37 0.1302
H 5.073 -0.360 0.918 -0.07 -0.11 -0.28 0.1266
H 6.506 0.548 1.293 0.19 0.11 -0.15 0.1322
H 6.929 -1.509 0.009 -0.09 -0.20 -0.08 0.1266
H 7.808 -0.749 -1.292 -0.04 -0.36 -0.37 0.1371
H 5.088 -2.242 -1.609 -0.11 0.17 0.27 0.1131
H 6.706 -2.806 -2.077 -0.09 -0.26 0.56 0.1319
H 5.050 -0.170 -4.464 -0.02 0.30 0.03 0.0897
H 6.047 0.643 -3.193 -0.18 0.12 -0.03 0.0886
H 4.502 -0.158 -2.758 -0.05 0.32 -0.09 0.0675
C -1.070 2.360 -2.706 -0.31 -0.16 -0.24 -0.0260
O -0.730 1.005 -2.465 1.04 0.55 -0.34 -0.0013
C -1.675 0.115 -2.233 -0.28 -0.56 0.57 -0.6190
O -2.857 0.262 -2.370 -0.29 0.20 0.16 0.1460
O -1.036 -0.967 -1.794 0.21 0.36 -0.42 -0.0103
C -1.670 -1.999 -1.072 -0.14 -0.72 0.99 -0.0304
H -1.706 2.485 -3.581 -0.16 -0.16 0.06 0.1053
H -0.136 2.875 -2.902 0.07 0.01 0.17 0.0956
H -1.571 2.749 -1.821 -0.02 0.19 -0.03 0.0677
H -2.708 -2.252 -1.287 0.18 0.23 -0.81 0.0976
H -1.699 -1.761 -0.004 0.16 0.20 -0.19 0.0617
H -0.986 -2.838 -1.192 -0.40 -0.20 -0.01 0.1033
C -5.083 2.189 3.290 -0.12 -1.56 -0.03 0.0233
O -5.190 3.165 2.256 -0.70 0.26 0.45 0.0811
C -4.279 3.295 1.359 0.36 -0.02 -0.37 -0.5837
O -3.116 2.874 1.444 1.18 0.26 0.46 0.0150
O -4.751 3.895 0.322 -0.39 0.48 -0.15 0.0810
C -3.931 4.239 -0.797 0.48 0.20 -0.31 0.0152
H -4.297 2.362 4.018 -0.01 0.37 -0.06 0.1081
H -4.938 1.212 2.827 0.45 0.11 -0.07 0.0746
H -6.063 2.062 3.740 0.02 0.75 0.18 0.1144
H -2.867 4.122 -0.601 -0.13 -0.23 0.19 0.0700
H -4.099 5.291 -1.010 -0.29 -0.09 -0.08 0.1107
H -4.225 3.599 -1.623 0.01 0.08 -0.05 0.1166
C -4.386 -5.671 0.716 -1.26 -0.04 -0.59 -0.0012
O -3.922 -4.315 0.659 1.92 -1.11 -0.20 0.0276
C -4.641 -3.388 1.189 -1.77 1.90 0.24 -0.6256
O -5.754 -3.447 1.639 0.05 -0.62 0.41 0.1460
O -4.003 -2.199 1.052 0.95 -0.82 -0.27 -0.0417
C -4.468 -1.092 1.776 0.57 1.17 -0.74 -0.0786
H -3.693 -6.342 0.220 0.40 0.46 -0.05 0.0972
H -5.318 -5.663 0.147 -0.07 -0.41 0.24 0.1044
H -4.568 -6.040 1.722 0.04 0.38 0.17 0.1028
H -3.807 -0.279 1.444 0.21 -0.16 0.19 0.0791
H -4.310 -1.213 2.847 -0.61 -0.10 0.06 0.1102
H -5.434 -0.718 1.427 -0.41 -0.66 0.57 0.1061
C 2.248 -1.057 -0.727 -0.80 -0.03 -0.38 -0.0323
C 1.891 -2.222 0.076 0.70 0.31 -0.14 -0.2749
N 1.592 -3.154 0.672 -0.20 -0.21 0.25 0.1462
H 1.533 -1.089 -1.555 0.21 0.29 -0.14 0.0874
H 3.260 -1.044 -1.118 0.06 -0.29 0.18 0.0526
H 2.081 -0.127 -0.193 -0.02 -0.09 0.16 0.0578
```
Positions in Å, forces in eV/Å.

## Properties
- DFT total energy (a.u.) = -3633.87249
- LUMO (eV) = -6.44
- 2S+1 = 1
- Kohn-Sham gap (eV) = 4.7
- charge = +1


(2)
Formula: C19H39NO8SSi2
Source: the Open Molecules 2025 dataset
Level of theory: ωB97M-V/def2-TZVPD

The geometry in XYZ format:
```
70
Properties=species:S:1:pos:R:3:forces:R:3:lowdin_charge:R:1
C -2.955 2.942 0.743 -0.04 0.75 -0.62 -0.0226
C -1.808 4.075 0.604 1.88 -0.62 2.81 -0.4147
O -1.010 4.191 1.561 -2.62 -0.03 -3.10 0.0359
N -1.632 4.945 -0.581 -1.21 -1.29 0.18 -0.0099
C -2.015 4.234 -1.851 -0.62 -0.23 -0.35 -0.2345
C -1.050 2.990 -2.125 0.76 0.88 -0.35 -0.2035
C -1.204 2.342 -3.594 0.00 -0.95 0.28 -0.2393
C -1.708 0.788 -3.551 0.40 0.83 -0.54 -0.2650
Si -0.344 -0.398 -2.844 1.03 0.43 -2.11 0.5582
C -0.543 -2.211 -3.413 -1.11 -0.62 -0.44 -0.2722
C -0.680 -3.281 -2.228 0.70 -1.05 -0.57 -0.2415
C 0.559 -3.320 -1.207 -0.61 -1.44 1.40 -0.3412
C 1.306 -4.774 -1.175 0.79 0.54 -0.33 -0.0900
C -0.083 -3.140 0.283 0.53 0.55 -1.03 -0.1926
C 1.018 -2.965 1.435 -0.52 0.08 1.17 -0.1857
C 0.487 -2.009 2.631 -0.53 1.51 -0.94 -0.0580
C -0.224 -0.797 2.441 0.50 -1.45 1.11 -0.2956
C -1.353 -0.459 3.549 1.60 -0.03 0.40 -0.0651
C 0.014 0.268 1.277 -0.63 -0.26 0.71 -0.0998
O 1.163 0.171 -3.565 -0.57 0.13 2.51 -0.4334
Si 2.145 1.000 -2.402 -0.02 -0.67 -1.21 0.5432
C 3.444 -0.109 -1.523 0.13 0.17 0.87 -0.2367
C 4.005 0.765 -0.265 0.07 -1.12 -0.58 -0.2190
O 3.615 2.163 -0.438 -0.63 -0.54 2.77 -0.1744
C 3.120 2.735 0.767 1.09 4.98 -0.70 -0.2346
O 3.222 3.985 0.869 -0.64 -4.89 -0.29 0.0265
H -2.686 1.985 0.182 -0.30 1.40 0.69 0.0629
H -3.064 2.684 1.846 0.21 0.49 -1.51 0.0959
H -3.939 3.359 0.302 1.44 -0.78 0.77 0.0808
H -2.240 5.776 -0.452 0.66 -0.66 -0.06 0.1216
H -1.939 4.988 -2.706 0.07 -1.04 1.12 0.1196
H -3.126 3.919 -1.804 1.58 0.15 -0.25 0.1117
H -1.121 2.214 -1.282 -0.05 1.02 -1.34 0.0827
H 0.031 3.397 -2.070 -1.77 -0.50 0.13 0.1105
H -0.179 2.332 -4.110 -1.49 0.09 0.74 0.0931
H -1.910 2.915 -4.283 0.83 -0.52 1.14 0.1012
H -1.861 0.507 -4.664 -0.13 0.14 1.82 0.0834
H -2.661 0.688 -2.931 1.02 0.14 -1.06 0.0784
H -0.187 -0.266 -1.393 -0.14 -0.11 0.13 -0.0102
H 0.286 -2.477 -4.172 -1.10 0.34 1.39 0.0923
H -1.526 -2.261 -4.023 1.43 0.08 0.81 0.0781
H -1.661 -3.197 -1.629 1.48 0.26 -1.02 0.1143
H -0.727 -4.327 -2.721 -0.06 1.61 0.70 0.0995
H 1.387 -2.563 -1.422 -1.43 -0.66 0.23 0.0996
H 1.385 -5.201 -0.116 -0.29 0.65 -1.48 0.0708
H 0.809 -5.542 -1.856 0.60 1.02 0.91 0.0632
H 2.396 -4.626 -1.531 -1.65 -0.43 0.43 0.0743
H -0.795 -2.249 0.230 1.02 -1.04 0.32 0.0926
H -0.737 -4.072 0.449 0.97 1.35 -0.06 0.1274
H 2.040 -2.634 1.036 -1.34 -0.47 0.26 0.0966
H 1.139 -4.004 1.928 0.15 1.72 -0.76 0.1073
H 0.704 -2.351 3.702 -1.19 0.13 -1.57 0.1208
H -1.314 0.644 3.864 -0.35 -1.52 -0.59 0.0768
H -1.146 -1.079 4.509 -0.31 0.90 -1.34 0.0829
H -2.383 -0.782 3.172 1.39 0.64 0.30 0.0765
H -0.933 0.387 0.638 1.39 -0.13 0.64 0.0507
H 0.937 0.067 0.635 -1.35 0.00 0.73 0.0489
H 0.180 1.289 1.790 -0.32 -1.53 -0.66 0.0836
H 1.270 1.630 -1.413 -0.14 -0.07 0.08 -0.0172
H 2.871 2.051 -3.157 -0.08 -0.11 -0.03 -0.0100
H 2.950 -1.060 -1.132 0.76 1.15 -0.52 0.0562
H 4.261 -0.382 -2.270 -0.96 0.30 1.12 0.0793
H 5.146 0.729 -0.235 -1.56 0.05 0.09 0.1266
H 3.573 0.403 0.729 0.65 0.22 -1.42 0.1198
H 2.668 2.144 1.634 0.64 0.00 -1.53 0.1637
O -1.729 -2.954 8.586 -0.21 -0.46 0.17 -0.5105
S -1.077 -1.834 7.867 -0.12 0.09 0.40 0.1112
O -0.395 -2.353 6.652 0.34 -0.20 -0.89 -0.5174
O -0.083 -1.187 8.755 0.42 0.22 0.24 -0.5099
O -2.104 -0.840 7.467 -0.41 0.42 -0.35 -0.5140
```
Positions in Å, forces in eV/Å.

## Properties
- energy above the lowest of the compared OMol25 structures with the same formula, charge and spin (eV) = 4.603
- DFT total energy (a.u.) = -2381.07716
- LUMO (eV) = 3.30
- 2S+1 = 1
- Kohn-Sham gap (eV) = 2.7
- charge = -2


(3)
Formula: C19H40AlN4O28S6
Source: the Open Molecules 2025 dataset
Level of theory: ωB97M-V/def2-TZVPD

The geometry in XYZ format:
```
98
Properties=species:S:1:pos:R:3:forces:R:3:lowdin_charge:R:1
N 2.785 -1.827 2.264 -4.70 2.12 -1.00 0.0681
C 1.518 -1.323 1.964 4.65 -0.55 1.40 -0.3417
N 0.401 -2.336 1.783 2.45 0.46 0.13 0.0669
N 1.328 0.204 1.851 0.87 -2.17 -0.19 -0.0183
C 1.658 0.638 0.441 0.42 -0.76 -1.79 -0.2159
C 0.391 1.205 -0.430 0.25 1.12 -0.30 -0.1856
C -0.839 1.833 0.451 -0.04 -0.29 0.51 -0.2785
C -1.820 0.734 1.168 0.13 0.27 0.84 -0.2708
Al -3.308 -0.023 -0.023 0.16 0.60 0.73 0.2597
C -2.692 -0.755 -1.835 1.34 -1.73 -2.16 -0.1662
C -1.492 -1.869 -1.771 0.10 -3.95 2.11 -0.3529
O -1.442 -2.950 -0.989 -0.02 6.32 -4.44 -0.0871
O -0.352 -1.684 -2.727 -0.75 -0.42 2.94 -0.0785
O -4.275 -1.266 1.041 0.86 -0.51 -1.05 -0.2275
N -3.934 -2.534 0.754 0.61 -0.50 3.29 -0.1490
O -3.603 -3.150 1.780 -0.96 1.12 -2.61 -0.0897
H 3.473 -1.048 2.356 -0.94 -0.32 -0.10 0.0382
H 0.513 -2.999 2.608 -0.07 1.20 -1.26 0.0758
H 0.724 -2.934 0.963 -0.78 1.04 1.16 0.0865
H 1.990 0.683 2.512 -0.90 -1.11 -0.79 0.0998
H 2.040 -0.341 -0.125 -0.61 2.14 0.95 0.1107
H 2.592 1.378 0.417 -2.22 -1.40 0.26 0.1269
H 0.820 2.105 -1.087 -0.83 -1.96 1.30 0.1001
H 0.032 0.397 -1.199 0.51 1.46 1.67 0.0895
H -1.489 2.506 -0.290 1.37 -1.30 1.59 0.1075
H -0.395 2.534 1.302 -0.92 -1.60 -2.04 0.0830
H -2.367 1.311 2.059 1.04 -1.19 -1.75 0.0595
H -1.277 -0.175 1.665 -0.55 1.92 -0.88 0.0352
H -4.347 1.168 -0.340 -0.10 -0.04 -0.17 -0.0666
H -3.627 -1.292 -2.329 1.94 0.85 1.02 0.0889
H -2.368 0.086 -2.601 -0.53 -1.73 1.57 0.0757
H 0.478 -2.057 -2.271 -2.07 0.46 -0.83 0.1121
C 0.204 -2.719 5.889 -0.29 -0.41 0.51 -0.1689
C -0.433 -1.671 6.798 -0.65 -0.11 -0.57 -0.1713
O 0.647 -0.846 7.229 1.04 -0.20 -0.47 -0.1983
S 1.766 -0.774 6.045 0.11 0.17 -0.28 0.6670
O 1.549 0.442 5.293 0.65 -1.52 0.92 -0.2422
O 3.047 -1.136 6.604 -1.52 0.75 -0.67 -0.2401
O 1.214 -2.025 5.157 0.14 1.04 0.52 -0.2188
H 0.689 -3.507 6.474 -0.07 0.05 -0.01 0.1311
H -0.521 -3.168 5.205 0.21 0.24 -0.06 0.1397
H -0.943 -2.118 7.654 0.30 0.17 -0.01 0.1355
H -1.137 -1.043 6.242 0.01 -0.16 0.01 0.1382
C -1.433 6.449 -0.087 -0.11 0.60 -0.19 -0.1663
C -0.265 6.581 -1.060 -0.51 -0.35 -0.41 -0.1761
O 0.905 6.390 -0.267 -0.21 -0.18 0.98 -0.1956
S 0.562 5.350 0.941 0.10 -0.65 -0.09 0.6739
O 1.000 4.032 0.540 -0.14 2.26 0.86 -0.2506
O 0.946 5.961 2.193 -0.25 -0.84 -1.41 -0.2429
O -1.063 5.407 0.814 1.18 -0.17 -0.14 -0.1984
H -1.570 7.368 0.492 -0.01 -0.03 -0.10 0.1318
H -2.368 6.198 -0.596 0.20 -0.20 0.22 0.1421
H -0.242 7.556 -1.554 0.20 -0.11 0.25 0.1339
H -0.291 5.790 -1.818 -0.09 0.09 0.04 0.1339
C -1.962 4.651 4.373 0.35 0.43 0.30 -0.1751
C -2.609 4.472 5.743 0.49 -0.56 -0.03 -0.1773
O -3.980 4.815 5.556 -0.22 0.27 -0.92 -0.2023
S -4.426 4.407 4.041 -0.27 -0.63 -0.39 0.6737
O -5.081 3.119 4.094 0.69 1.97 -0.24 -0.2276
O -5.017 5.565 3.411 0.47 -1.42 0.85 -0.2454
O -2.930 4.192 3.431 -1.03 -0.08 0.62 -0.1987
H -1.760 5.708 4.167 0.05 -0.08 0.06 0.1303
H -1.035 4.080 4.276 -0.29 -0.04 -0.16 0.1408
H -2.154 5.108 6.506 -0.29 0.04 -0.15 0.1335
H -2.564 3.427 6.067 0.09 0.09 -0.04 0.1326
C -0.302 -4.609 -4.790 -0.54 -0.22 0.64 -0.1736
C -0.924 -5.797 -5.519 0.64 -0.22 0.12 -0.1787
O -1.755 -5.223 -6.525 0.20 0.69 -0.06 -0.1934
S -1.090 -3.821 -7.026 -0.62 0.53 0.31 0.7075
O -0.342 -4.083 -8.236 -0.93 0.56 1.32 -0.2345
O -2.087 -2.781 -6.927 1.29 -5.68 2.50 -0.2809
O -0.029 -3.641 -5.801 -0.33 -0.37 -1.09 -0.1894
H -1.009 -4.169 -4.079 0.12 -0.07 0.00 0.1275
H 0.618 -4.882 -4.265 -0.06 0.19 -0.25 0.1362
H -1.510 -6.435 -4.852 -0.11 0.23 -0.21 0.1360
H -0.157 -6.399 -6.017 -0.01 0.00 0.10 0.1272
C 0.028 1.280 -7.460 0.19 0.18 -0.46 -0.1770
C -1.190 2.100 -7.879 0.13 0.32 0.49 -0.1845
O -2.176 1.139 -8.252 0.43 -0.41 0.15 -0.1979
S -1.982 -0.200 -7.341 -0.53 -0.85 -0.31 0.6986
O -2.915 -0.134 -6.238 1.28 -0.23 -1.57 -0.2186
O -1.883 -1.341 -8.221 -0.03 5.66 -1.53 -0.2709
O -0.495 0.146 -6.770 -0.89 0.16 -0.15 -0.1844
H 0.581 0.921 -8.335 -0.03 0.09 0.03 0.1306
H 0.702 1.844 -6.811 -0.20 -0.25 0.07 0.1345
H -0.973 2.773 -8.712 -0.16 -0.27 -0.01 0.1314
H -1.584 2.678 -7.037 0.13 0.01 -0.05 0.1308
C 5.589 -4.480 2.220 -0.59 0.58 0.36 -0.1714
C 5.576 -3.323 1.224 -0.68 -0.36 -0.25 -0.1807
O 6.916 -2.838 1.198 1.00 -0.77 0.61 -0.1973
S 7.936 -4.084 1.458 0.04 0.10 -0.14 0.6740
O 8.412 -4.552 0.175 -0.27 0.47 1.75 -0.2461
O 8.819 -3.732 2.545 -0.83 -0.42 -1.56 -0.2432
O 6.832 -5.149 2.010 0.83 0.54 -0.71 -0.2015
H 5.570 -4.113 3.251 -0.08 0.00 -0.12 0.1340
H 4.755 -5.169 2.064 0.32 0.02 -0.05 0.1367
H 4.884 -2.530 1.517 0.31 -0.18 -0.02 0.0874
H 5.323 -3.672 0.218 -0.06 0.00 0.11 0.1338
```
Positions in Å, forces in eV/Å.

## Properties
- DFT total energy (a.u.) = -5704.92871
- LUMO (eV) = 1.76
- 2S+1 = 1
- Kohn-Sham gap (eV) = 6.9
- charge = -1